a:
{
  "formula": "C3H6N2O2",
  "method": "wB97M-V/def2-TZVPD",
  "elements": ["C", "C", "N", "C", "O", "H", "H", "H", "N", "O", "H", "H", "H"],
  "positions_angstrom": [[0.73, -1.10, 2.32], [0.10, -1.41, 1.19], [-0.11, -0.53, 0.15], [0.04, 0.70, 0.05], [0.58, 1.74, 0.07], [0.86, -1.84, 3.10], [1.12, -0.11, 2.50], [-0.40, -2.36, 1.05], [-0.92, 0.77, -1.84], [0.06, 1.34, -2.70], [-1.82, 1.23, -2.03], [-0.84, -0.31, -1.76], [0.60, 1.88, -2.10]],
  "lowdin_charge": [0.0218, -0.2252, 0.0582, -0.3597, 0.1281, 0.0469, 0.0565, 0.0965, -0.0586, -0.0902, 0.1120, 0.1396, 0.0741],
  "homo_lumo_gap_ev": 9.852,
  "smiles": "C=CN=C=O.NO",
  "multiplicity": 1,
  "homo_energy_ha": -0.3331,
  "lumo_energy_ev": 0.787
}

b:
{
  "formula": "C3H6N2O2",
  "method": "wB97M-V/def2-TZVPD",
  "elements": ["H", "N", "C", "N", "C", "O", "O", "C", "H", "H", "H", "H", "H"],
  "positions_angstrom": [[1.71, 0.04, -0.93], [0.71, -0.01, -1.12], [0.03, -0.03, -0.05], [0.52, -0.02, 1.26], [1.86, 0.03, 1.57], [2.28, 0.08, 2.71], [-1.30, -0.06, -0.02], [-1.93, -0.02, -1.30], [-0.12, 0.01, 2.03], [2.49, 0.03, 0.66], [-2.94, -0.38, -1.12], [-1.41, -0.68, -1.99], [-1.92, 1.00, -1.68]],
  "lowdin_charge": [0.0372, 0.1589, -0.5129, 0.1350, -0.3126, 0.0494, -0.0495, -0.0623, 0.1601, 0.1277, 0.0901, 0.0820, 0.0969],
  "homo_lumo_gap_ev": 10.967,
  "smiles": "[H]/N=C(\\NC=O)OC",
  "multiplicity": 1,
  "homo_energy_ha": -0.3739,
  "lumo_energy_ev": 0.794
}

c:
{
  "formula": "C3H6N2O2",
  "method": "wB97M-V/def2-TZVPD",
  "elements": ["C", "C", "O", "C", "N", "N", "O", "H", "H", "H", "H", "H", "H"],
  "positions_angstrom": [[-1.35, -0.29, 1.38], [-0.82, 0.02, 0.01], [-1.35, 0.76, -0.78], [0.46, -0.69, -0.33], [0.98, -0.58, -1.66], [1.65, 0.08, -0.62], [1.44, 1.49, -0.59], [-0.56, -0.07, 2.11], [-1.60, -1.34, 1.45], [-2.23, 0.32, 1.58], [0.66, -1.63, 0.18], [0.41, 0.06, -2.23], [2.31, 1.87, -0.50]],
  "lowdin_charge": [-0.0068, -0.4175, 0.1036, -0.2489, 0.0704, -0.0962, -0.0222, 0.0949, 0.0884, 0.0875, 0.1396, 0.1170, 0.0903],
  "homo_lumo_gap_ev": 10.261,
  "smiles": "CC(=O)[C@H]1NN1O",
  "multiplicity": 1,
  "homo_energy_ha": -0.3443,
  "lumo_energy_ev": 0.891
}

d:
{
  "formula": "C3H6N2O2",
  "method": "wB97M-V/def2-TZVPD",
  "elements": ["H", "N", "C", "O", "C", "C", "N", "O", "H", "H", "H", "H", "H"],
  "positions_angstrom": [[0.21, -0.74, -2.64], [-0.03, -0.46, -1.69], [-0.09, -1.48, -0.94], [-0.35, -1.46, 0.37], [-0.69, -0.23, 1.01], [0.42, 0.83, 1.10], [0.45, 1.74, 0.09], [1.15, 0.88, 2.08], [0.06, -2.52, -1.25], [-1.60, 0.19, 0.56], [-0.90, -0.53, 2.04], [1.23, 2.37, 0.09], [0.13, 1.40, -0.82]],
  "lowdin_charge": [0.0621, 0.1068, -0.2973, -0.0408, -0.0869, -0.5146, 0.1490, 0.0552, 0.1377, 0.1294, 0.1304, 0.1092, 0.0596],
  "homo_lumo_gap_ev": 10.529,
  "smiles": "[H]/N=C/OCC(N)=O",
  "multiplicity": 1,
  "homo_energy_ha": -0.3571,
  "lumo_energy_ev": 0.812
}

Which of them is the least stable? Correct choice: c.

a:
{
  "formula": "C3H6N2O2",
  "method": "wB97M-V/def2-TZVPD",
  "elements": ["C", "C", "C", "N", "N", "O", "O", "H", "H", "H", "H", "H", "H"],
  "positions_angstrom": [[2.07, 0.93, 0.51], [-1.54, 0.06, 0.03], [-0.46, 0.42, -0.88], [-1.59, -1.28, 0.25], [1.37, -0.04, 0.07], [-2.33, 0.85, 0.52], [1.50, -1.24, 0.18], [2.90, 0.70, 1.20], [1.88, 1.92, 0.31], [-0.41, 1.45, -1.04], [-0.10, -0.35, -1.69], [-0.86, -1.75, -0.18], [-2.43, -1.68, 0.72]],
  "lowdin_charge": [0.0287, -0.6169, 0.1305, 0.1670, -0.2456, 0.0516, -0.0558, 0.1004, 0.0416, 0.0670, 0.1358, 0.0447, 0.1508],
  "homo_lumo_gap_ev": [8.501, 8.509],
  "multiplicity": 1,
  "homo_energy_ha": [-0.3417, -0.3419],
  "lumo_energy_ev": [-0.796, -0.795]
}

b:
{
  "formula": "C3H6N2O2",
  "method": "wB97M-V/def2-TZVPD",
  "elements": ["C", "C", "N", "C", "O", "N", "O", "H", "H", "H", "H", "H", "H"],
  "positions_angstrom": [[2.19, 0.16, 0.10], [0.73, -0.04, -0.11], [-0.10, 0.54, -0.88], [-1.44, -0.08, -0.50], [-2.24, 0.81, 0.17], [-1.12, -1.17, 0.52], [0.27, -0.94, 0.77], [2.60, -0.31, -0.81], [2.62, -0.33, 1.08], [2.52, 1.20, 0.08], [-2.10, -0.48, -1.47], [-2.28, 1.68, -0.26], [-1.62, -1.04, 1.30]],
  "lowdin_charge": [-0.0011, -0.4709, 0.1573, -0.3878, -0.0213, 0.0919, -0.0210, 0.0862, 0.1296, 0.0842, 0.1831, 0.1087, 0.0611],
  "homo_lumo_gap_ev": 10.328,
  "smiles": "CC1=N[C@H](O)NO1",
  "multiplicity": 1,
  "homo_energy_ha": -0.3446,
  "lumo_energy_ev": 0.950
}

c:
{
  "formula": "C3H6N2O2",
  "method": "wB97M-V/def2-TZVPD",
  "elements": ["C", "N", "N", "O", "C", "C", "O", "H", "H", "H", "H", "H", "H"],
  "positions_angstrom": [[2.38, -0.29, 0.45], [1.13, -0.85, 0.04], [0.21, 0.02, 0.04], [0.29, 1.22, 0.33], [-1.11, -0.45, -0.51], [-2.28, 0.45, -0.34], [-1.10, -1.57, -0.98], [3.29, -0.73, -0.11], [2.50, -0.48, 1.53], [2.39, 0.79, 0.28], [-2.00, 1.55, -0.35], [-3.01, 0.10, -0.99], [-2.69, 0.24, 0.62]],
  "lowdin_charge": [-0.1102, 0.0607, -0.2744, -0.0258, -0.3334, 0.0144, 0.1278, 0.1115, 0.0892, 0.0663, 0.1203, 0.0648, 0.0889],
  "homo_lumo_gap_ev": [9.629, 9.630],
  "smiles": "C/N=[N+](\\[O-])C(C)=O",
  "multiplicity": 1,
  "homo_energy_ha": [-0.3666, -0.3666],
  "lumo_energy_ev": [-0.346, -0.346]
}

Which of them is the least stable? Correct choice: a.